{"formula": "C3H8N4", "method": "ωB97M-V/def2-TZVPD", "species": ["N", "N", "C", "N", "C", "C", "N", "H", "H", "H", "H", "H", "H", "H", "H"], "coordinates": [[0.632, 0.371, 1.029], [1.115, 1.486, 0.449], [0.125, -0.643, 0.185], [0.436, 1.125, -1.393], [-1.663, -1.280, 1.562], [0.500, -0.408, -1.223], [-1.027, -1.277, 0.445], [-0.035, 0.607, 1.767], [1.978, 1.292, -0.056], [-0.524, 1.456, -1.388], [0.997, 1.498, -2.156], [-1.380, -0.727, 2.460], [-2.533, -1.916, 1.643], [1.552, -0.636, -1.434], [-0.174, -0.948, -1.890]], "lowdin_charge": [-0.049, 0.005, -0.355, -0.017, -0.085, -0.149, -0.014, 0.108, 0.048, 0.099, 0.095, 0.049, 0.046, 0.108, 0.112], "homo_energy_ha": [-0.25260, -0.24253], "gap_ev": [7.76, 6.63], "molar_mass_g_mol": 100.1, "e_tot_ev": -9195.962}

***

{"formula": "C31H27BrN3O4Pt", "method": "ωB97M-V/def2-TZVPD", "species": ["Pt", "C", "N", "C", "C", "C", "C", "C", "C", "C", "C", "H", "H", "H", "H", "H", "H", "H", "H", "H", "H", "H", "H", "Br", "C", "C", "C", "C", "C", "C", "C", "O", "O", "H", "H", "H", "H", "O", "C", "N", "C", "C", "O", "N", "C", "C", "C", "C", "C", "C", "C", "C", "C", "C", "C", "C", "H", "H", "H", "H", "H", "H", "H", "H", "H", "H", "H"], "coordinates": [[-0.058, -1.290, -0.637], [-2.673, -1.201, 0.727], [-1.963, -1.999, -0.280], [-2.690, -1.933, -1.561], [-1.932, -3.420, 0.156], [-0.760, -4.092, -0.507], [-0.676, -5.483, -0.698], [0.510, -6.017, -1.222], [1.582, -5.237, -1.518], [1.591, -3.754, -1.310], [0.262, -3.255, -0.864], [-3.619, -1.681, 0.991], [-2.889, -0.210, 0.329], [-2.065, -1.101, 1.629], [-3.749, -2.157, -1.404], [-2.273, -2.664, -2.254], [-2.593, -0.940, -2.001], [-2.886, -3.907, -0.076], [-1.786, -3.462, 1.241], [-1.508, -6.121, -0.446], [0.565, -7.084, -1.378], [2.472, -5.672, -1.944], [1.898, -3.285, -2.258], [5.606, -6.123, 0.971], [4.754, -4.572, 0.244], [5.556, -3.578, -0.349], [4.949, -2.422, -0.827], [3.591, -2.235, -0.759], [2.676, -3.284, -0.228], [3.406, -4.460, 0.323], [3.045, -0.898, -1.217], [3.823, -0.123, -1.736], [1.806, -0.657, -0.996], [6.622, -3.709, -0.428], [5.558, -1.628, -1.236], [2.081, -2.845, 0.597], [2.807, -5.229, 0.783], [-0.990, 0.553, -2.081], [-0.846, 1.287, -1.108], [-1.105, 2.602, -1.034], [-0.888, 3.113, 0.297], [-0.393, 1.764, 1.030], [-0.110, 1.731, 2.192], [-0.446, 0.810, 0.112], [-2.191, 3.575, 0.920], [-2.587, 4.897, 0.732], [-3.807, 5.337, 1.212], [-4.647, 4.467, 1.886], [-4.258, 3.152, 2.078], [-3.040, 2.708, 1.595], [0.205, 4.121, 0.406], [0.489, 4.670, 1.662], [1.458, 5.642, 1.792], [2.173, 6.067, 0.678], [1.909, 5.512, -0.568], [0.948, 4.532, -0.704], [-1.431, 3.163, -1.803], [-1.944, 5.577, 0.195], [-4.102, 6.362, 1.053], [-5.598, 4.811, 2.260], [-4.904, 2.469, 2.607], [-2.744, 1.687, 1.773], [-0.045, 4.310, 2.527], [1.680, 6.058, 2.763], [2.947, 6.812, 0.782], [2.464, 5.841, -1.435], [0.759, 4.101, -1.675]], "lowdin_charge": [1.323, -0.073, -0.408, -0.063, -0.137, -0.217, 0.073, -0.043, -0.008, -0.193, -0.158, 0.108, 0.087, 0.102, 0.108, 0.101, 0.079, 0.142, 0.145, 0.135, 0.123, 0.131, 0.180, 0.812, -0.623, 0.035, 0.049, 0.021, -0.152, -0.024, -0.570, 0.119, -0.170, 0.131, 0.142, 0.184, 0.131, -0.020, -0.596, 0.178, -0.267, -0.462, 0.099, 0.056, -0.143, -0.019, -0.068, -0.082, -0.073, -0.023, -0.165, -0.023, -0.066, -0.081, -0.080, -0.024, 0.169, 0.122, 0.106, 0.103, 0.102, 0.096, 0.123, 0.105, 0.101, 0.103, 0.107], "homo_energy_ha": [-0.37362, -0.37361], "gap_ev": [3.85, 3.85], "molar_mass_g_mol": 780.6, "total_charge": 1, "e_tot_ev": -118525.908}

***

{"formula": "C6H21NO5Rb", "method": "ωB97M-V/def2-TZVPD", "species": ["Rb", "C", "O", "C", "C", "N", "C", "C", "O", "C", "H", "H", "H", "H", "H", "H", "H", "H", "H", "H", "H", "H", "H", "H", "H", "O", "H", "H", "O", "H", "H", "O", "H", "H"], "coordinates": [[0.756, 4.062, -0.821], [-0.337, -0.258, -3.750], [-0.286, -0.680, -2.372], [-1.271, -1.585, -2.079], [-1.473, -1.915, -0.580], [-0.310, -2.721, -0.115], [-0.361, -2.821, 1.363], [0.589, -3.996, 1.799], [1.915, -3.541, 1.571], [2.916, -4.547, 1.263], [0.349, 0.528, -4.067], [-1.301, 0.238, -3.855], [-0.234, -1.118, -4.412], [-1.260, -2.447, -2.746], [-2.191, -1.089, -2.387], [-2.328, -2.580, -0.459], [-1.672, -1.048, 0.050], [0.502, -2.131, -0.227], [-1.416, -3.024, 1.549], [0.032, -1.908, 1.809], [0.397, -4.988, 1.392], [0.275, -4.175, 2.827], [3.928, -4.220, 1.501], [2.784, -4.937, 0.254], [2.785, -5.418, 1.904], [-2.284, 4.220, 3.177], [-1.913, 4.632, 3.957], [-3.167, 4.582, 3.111], [3.230, 6.142, 3.010], [3.465, 7.063, 2.899], [3.404, 5.959, 3.933], [-1.515, 7.793, -2.984], [-1.600, 8.113, -3.882], [-2.407, 7.814, -2.636]], "lowdin_charge": [0.933, -0.077, -0.195, -0.269, -0.185, -0.067, -0.186, -0.220, -0.199, -0.078, 0.079, 0.082, 0.096, 0.128, 0.108, 0.118, 0.111, 0.091, 0.112, 0.116, 0.117, 0.105, 0.084, 0.087, 0.078, -0.056, 0.033, 0.033, -0.057, 0.032, 0.035, -0.056, 0.036, 0.032], "homo_energy_ha": -0.39711, "gap_ev": 6.94, "molar_mass_g_mol": 272.7, "total_charge": 1, "e_tot_ev": -18937.946}

***

{"formula": "C2H6N2O4", "method": "ωB97M-V/def2-TZVPD", "species": ["C", "O", "C", "N", "O", "N", "O", "O", "H", "H", "H", "H", "H", "H"], "coordinates": [[1.512, 0.784, -0.952], [0.472, -0.127, -1.065], [-0.393, -0.650, 0.137], [0.354, -0.645, 1.320], [-1.021, -1.719, -0.341], [-1.516, 0.436, 0.288], [-1.269, 1.373, 0.992], [-2.506, 0.226, -0.370], [1.944, 0.840, 0.118], [1.360, 1.846, -1.040], [2.266, 0.535, -1.666], [0.483, -1.558, 1.682], [-0.115, -0.015, 1.872], [-1.573, -1.325, -0.975]], "lowdin_charge": [-0.150, -0.104, -0.479, 0.190, 0.139, -0.307, 0.112, 0.114, 0.105, 0.065, 0.074, 0.109, 0.055, 0.077], "homo_energy_ha": -0.37796, "gap_ev": 10.16, "molar_mass_g_mol": 122.1, "e_tot_ev": -13337.421}